The following is a quantum chemistry calculation of C44H43BBrFeN10O4P as an isolated structure at a distorted geometry, from the OMol25 dataset.

Structure (XYZ):
```
105
Properties=species:S:1:pos:R:3:forces:R:3:mulliken_spin:R:1
Fe -0.643221 0.745933 0.611097 -0.2 -1.3 -0.1 1.618
C -3.735112 0.579043 2.570816 0.0 -0.2 0.2 0.011
C -2.548406 -0.286635 2.863129 0.1 0.2 -0.1 0.006
C -2.512687 -1.391524 3.712782 -0.2 0.1 0.2 -0.013
C -1.190440 -1.775358 3.764370 0.0 0.0 0.1 -0.006
N -0.484223 -0.958902 2.982358 -0.1 -0.1 0.0 -0.003
N -1.304668 -0.031183 2.401288 -0.2 -0.4 -0.3 -0.085
B 1.035461 -0.705676 2.944695 0.2 -0.1 0.1 -0.039
N 1.189379 0.804111 3.153333 0.2 0.1 0.1 -0.013
C 1.541379 1.564003 4.205012 -0.1 0.0 0.1 -0.002
C 1.637774 2.867657 3.782420 0.0 0.2 -0.1 0.005
C 1.305152 2.827145 2.418260 0.0 0.0 0.0 0.005
C 1.336186 3.954766 1.435186 0.1 -0.1 0.2 0.000
N 1.001609 1.577200 2.060957 -0.1 0.7 -0.2 0.049
N 1.629641 -1.022311 1.550965 -0.2 0.2 -0.2 -0.010
C 2.837944 -1.548511 1.327244 0.1 0.0 0.1 -0.013
C 3.134998 -1.402936 -0.005931 0.1 0.0 -0.2 -0.003
C 2.041095 -0.731182 -0.561717 -0.2 -0.1 0.2 0.013
C 1.910102 -0.265174 -1.969073 0.1 0.0 0.1 -0.009
N 1.117537 -0.515374 0.394513 0.5 0.0 0.0 0.020
N 1.790529 -1.551890 3.957908 -0.2 0.1 0.0 0.013
C 2.792990 -1.249270 4.826490 -0.1 0.0 -0.2 0.000
C 3.247901 -2.419583 5.367014 0.0 -0.2 0.1 -0.001
C 2.464500 -3.425782 4.757542 0.0 -0.2 0.0 -0.002
C 2.528710 -4.908187 4.979377 0.0 0.1 -0.1 -0.001
N 1.599871 -2.903343 3.902538 0.1 0.3 0.2 0.002
H -4.659374 0.011113 2.677324 0.0 0.0 0.0 0.001
H -3.694575 1.010164 1.579930 -0.1 0.1 0.1 -0.001
H -3.777231 1.397075 3.293090 -0.1 -0.1 0.0 0.000
H -3.340790 -1.826829 4.251505 0.1 0.1 -0.1 -0.001
H -0.708359 -2.575578 4.302464 0.0 0.1 0.0 -0.001
H 1.670353 1.145282 5.189128 0.0 0.0 -0.1 -0.001
H 1.930419 3.729224 4.362670 0.0 -0.1 0.0 0.000
H 2.324694 4.415961 1.436706 0.0 0.0 0.0 0.000
H 0.615595 4.734912 1.691720 0.0 0.0 0.0 0.000
H 1.129816 3.597897 0.430755 0.1 0.0 0.0 0.000
H 3.414211 -1.989927 2.127766 -0.1 0.0 -0.1 0.000
H 4.027737 -1.729708 -0.515578 -0.1 0.1 0.0 0.000
H 2.598050 -0.816150 -2.610681 0.0 0.0 0.0 0.000
H 2.160122 0.793235 -2.042842 0.0 0.0 0.0 -0.001
H 0.902568 -0.401735 -2.346308 0.0 0.0 -0.1 0.002
H 3.127441 -0.240072 4.994926 0.0 -0.1 -0.1 -0.001
H 4.029256 -2.541045 6.102671 -0.1 0.0 -0.1 0.000
H 3.381117 -5.163757 5.605629 0.0 0.0 0.0 0.000
H 2.625585 -5.438270 4.030438 0.0 0.0 0.0 0.000
H 1.623063 -5.269489 5.468975 0.0 0.0 0.0 0.000
O -4.439897 0.399248 -0.993626 0.1 0.2 0.1 -0.006
C -3.413011 0.053691 -0.462849 0.1 0.2 -0.1 0.036
O -2.424910 0.846279 -0.131993 -0.4 0.5 -0.4 -0.040
C -3.145946 -1.378487 -0.102112 -0.3 -0.3 0.3 -0.076
P -1.364656 -1.546037 -0.155523 0.0 -0.1 -0.2 -0.078
C -0.956749 -3.052183 0.702107 0.4 0.0 0.3 -0.075
C -1.933427 -3.743010 1.423261 0.0 -0.1 -0.2 -0.049
C -1.610865 -4.940323 2.042289 0.0 0.0 0.0 0.012
C -0.319552 -5.442341 1.963869 -0.1 0.0 0.0 -0.029
C 0.661562 -4.743033 1.275979 0.0 0.0 0.0 0.012
C 0.351950 -3.546261 0.660134 -0.1 -0.1 0.0 -0.034
C -1.064514 -1.823672 -1.908767 0.2 0.3 -0.2 -0.116
C -1.597222 -0.887773 -2.808337 0.0 -0.1 0.1 -0.025
C -1.468301 -1.086158 -4.171068 0.0 0.0 -0.1 0.017
C -0.777870 -2.192496 -4.650736 0.1 0.0 0.0 -0.022
C -0.226818 -3.106930 -3.764583 0.0 0.0 0.0 0.011
C -0.368721 -2.929220 -2.394640 -0.1 -0.1 -0.1 -0.044
H -3.650784 -2.074311 -0.765855 0.0 -0.1 0.0 -0.020
H -3.499391 -1.519940 0.919995 0.0 0.0 0.0 0.003
H -2.946707 -3.374365 1.481396 0.0 0.0 0.0 -0.006
H -2.374085 -5.482656 2.586691 0.0 0.0 0.0 0.000
H -0.082111 -6.385690 2.439146 0.0 0.0 0.0 0.000
H 1.671608 -5.127372 1.219697 0.0 0.0 0.0 0.000
H 1.124102 -3.005238 0.129838 0.0 -0.1 0.0 -0.006
H -2.124747 -0.011963 -2.450871 0.0 0.0 0.0 -0.020
H -1.901908 -0.372004 -4.860807 0.0 0.0 0.0 -0.001
H -0.663856 -2.336087 -5.718291 0.0 0.0 0.0 -0.001
H 0.309376 -3.971340 -4.136181 0.0 0.0 0.0 0.000
H 0.031662 -3.673002 -1.721138 0.0 0.0 0.0 -0.004
C -2.163109 3.408844 1.840163 0.2 0.0 0.0 -0.002
O -1.330862 2.942905 0.772315 0.0 0.1 0.8 0.010
C -1.187718 3.741019 -0.305914 -0.3 0.1 0.2 -0.003
C -1.538987 5.072783 -0.329507 -0.1 0.2 0.1 0.002
C -1.320671 5.802959 -1.487660 0.0 0.1 0.1 0.000
Br -1.737096 7.639122 -1.507162 0.0 0.1 0.0 0.000
C -0.793019 5.208417 -2.604087 0.1 -0.1 -0.1 -0.002
C -0.442838 3.853294 -2.576767 0.0 -0.1 -0.1 -0.006
C -0.614853 3.120242 -1.401495 0.0 -0.1 -0.5 0.014
O -0.251636 1.804728 -1.250342 0.4 -0.1 -0.7 -0.001
C 0.096642 3.208584 -3.775384 0.0 -0.1 0.1 0.002
N 0.514769 1.966771 -3.799339 0.0 -0.3 0.1 0.003
C 0.975819 1.739613 -5.099543 -0.1 -0.1 0.4 0.000
C 1.564087 0.612741 -5.673464 -0.1 0.0 0.0 -0.001
C 1.931388 0.688428 -7.002959 0.0 0.0 0.0 -0.001
C 1.731319 1.859070 -7.754333 0.0 0.0 0.0 0.000
C 1.164557 2.985152 -7.192929 0.0 0.0 0.0 0.000
C 0.792948 2.893100 -5.854906 0.0 0.3 0.0 -0.001
N 0.230756 3.813675 -4.981684 0.0 0.1 -0.3 0.000
H -3.139427 3.698306 1.455021 -0.1 0.0 0.0 0.000
H -1.692133 4.244364 2.357675 0.0 0.1 0.0 0.002
H -2.264636 2.577241 2.525698 0.1 0.1 0.0 0.003
H -1.970935 5.555934 0.536145 0.0 -0.1 -0.1 0.000
H -0.631900 5.803024 -3.493504 0.0 0.0 0.0 0.000
H 0.041726 1.468595 -2.167851 0.0 0.3 0.6 -0.001
H 1.722160 -0.285503 -5.092806 0.0 0.0 0.0 0.000
H 2.389946 -0.169250 -7.480085 0.0 0.0 0.0 0.000
H 2.039943 1.880675 -8.792042 0.0 0.0 0.0 0.000
H 1.024467 3.894734 -7.763653 0.0 0.0 0.0 0.000
H -0.038617 4.753768 -5.209489 0.0 0.0 0.0 0.000
```
Forces are in eV/Å.

Values from the calculation:
* total energy: -6754.92809 Ha
* max |F|: 1.3 eV/A
* molecular weight: 953.4 g/mol
* E_HOMO (alpha / beta): -0.396 / -0.396 hartree
* LUMO energy (alpha / beta): -4.66 / -2.23 eV
* net charge: +1
* spin multiplicity: 2